# 1
DFT (ωB97M-V/def2-TZVPD) results for a cluster of 5 separate species, C16H22F2O15 in total.

The geometry in XYZ format:
```
55
Properties=species:S:1:pos:R:3:lowdin_charge:R:1
O 4.02 3.28 0.75 0.200
C 3.78 2.66 1.72 -0.533
O 4.14 2.97 2.98 0.079
C 3.95 1.80 3.78 -0.058
C 2.83 1.11 3.03 -0.319
F 1.62 1.65 3.43 0.057
O 3.06 1.49 1.72 0.118
H 4.87 1.22 3.80 0.141
H 3.67 2.07 4.79 0.141
H 2.81 0.04 3.20 0.159
O 1.85 1.74 -4.11 0.179
C 1.30 1.69 -3.06 -0.540
O 1.83 1.20 -1.93 0.079
C 0.76 1.05 -0.99 -0.040
C -0.18 2.15 -1.44 -0.295
F 0.22 3.36 -0.93 0.065
O 0.02 2.14 -2.83 0.130
H 0.29 0.08 -1.17 0.126
H 1.09 1.10 0.04 0.119
H -1.22 1.96 -1.21 0.143
C 3.55 -2.95 -3.77 -0.064
C 3.10 -1.80 -2.91 -0.196
O 1.68 -1.77 -2.78 0.024
C 1.01 -2.55 -1.95 -0.620
O 1.47 -3.38 -1.21 0.136
O -0.28 -2.24 -2.08 -0.012
C -1.23 -3.02 -1.37 -0.032
H 4.64 -2.93 -3.86 0.081
H 3.20 -2.83 -4.80 0.082
H 3.19 -3.91 -3.42 0.077
H 3.38 -0.84 -3.32 0.121
H 3.50 -1.90 -1.89 0.130
H -2.20 -2.66 -1.70 0.086
H -1.15 -2.86 -0.29 0.080
H -1.06 -4.08 -1.58 0.100
O 1.02 -0.90 1.57 0.164
C -0.10 -0.90 1.96 -0.566
O -0.87 -2.00 2.05 0.053
C -2.22 -1.63 2.40 -0.086
C -2.06 -0.19 2.88 -0.088
O -0.77 0.19 2.38 0.058
H -2.81 -1.69 1.49 0.114
H -2.57 -2.34 3.14 0.132
H -2.07 -0.11 3.97 0.133
H -2.81 0.45 2.42 0.111
O -2.81 -0.08 -0.89 0.171
C -3.70 0.57 -0.44 -0.568
O -4.55 0.16 0.53 0.046
C -5.42 1.24 0.88 -0.117
C -5.18 2.27 -0.20 -0.095
O -3.93 1.85 -0.78 0.067
H -6.47 0.94 0.92 0.133
H -5.20 1.56 1.90 0.128
H -5.14 3.29 0.19 0.135
H -5.92 2.23 -1.00 0.135
```

Summary:
Total charge: 0
Energy above the lowest of the compared OMol25 structures with the same formula, charge and spin: 0.000 eV
Lowest unoccupied orbital energy: 0.09 eV
Highest occupied orbital energy: -10.3 eV
SMILES: O=C1OC[C@@H](F)O1.O=C1OC[C@@H](F)O1.CCOC(=O)OC.O=C1OCCO1.O=C1OCCO1

# 2
DFT (ωB97M-V/def2-TZVPD) results for a cluster of 13 separate species, C14H54O20 in total.

The geometry in XYZ format:
```
88
Properties=species:S:1:pos:R:3:lowdin_charge:R:1
O -4.39 -9.50 -14.62 -0.059
H -4.25 -8.55 -14.45 0.074
H -4.36 -9.93 -13.74 0.028
O -4.96 -10.96 -11.61 -0.061
H -5.69 -11.34 -11.11 0.038
H -4.10 -11.31 -11.29 0.026
O -10.79 -15.15 -13.98 -0.053
H -10.88 -16.13 -13.92 0.081
H -11.54 -14.83 -13.49 -0.007
O -4.01 -14.48 -10.44 -0.063
H -3.04 -14.25 -10.57 0.059
H -4.01 -15.22 -9.83 0.039
O -8.47 -11.26 -11.38 -0.062
H -8.82 -12.16 -11.53 -0.025
H -8.80 -10.75 -12.14 0.030
O -7.16 -10.11 -14.92 -0.058
H -7.08 -9.77 -15.82 0.066
H -6.29 -9.81 -14.62 0.017
C -10.34 -11.60 -14.99 -0.211
C -11.65 -11.44 -15.81 -0.252
O -11.59 -10.25 -16.57 -0.071
O -9.20 -11.63 -15.90 -0.095
H -10.30 -12.48 -14.32 0.095
H -10.29 -10.70 -14.34 0.123
H -12.51 -11.40 -15.19 0.100
H -11.79 -12.30 -16.49 0.123
H -10.64 -10.22 -16.81 0.083
H -8.52 -11.11 -15.44 0.013
C -5.10 -17.33 -12.73 -0.241
C -5.51 -18.11 -13.91 -0.294
O -6.19 -17.43 -14.90 -0.037
O -4.30 -16.24 -13.19 -0.084
H -4.58 -18.05 -12.09 0.127
H -5.93 -16.93 -12.14 0.101
H -6.23 -18.87 -13.53 0.122
H -4.66 -18.72 -14.30 0.134
H -6.47 -16.54 -14.68 0.037
H -4.30 -15.56 -12.47 0.072
C -7.26 -13.62 -14.11 -0.151
C -5.84 -13.40 -13.55 -0.204
O -4.92 -13.88 -14.53 -0.084
O -7.45 -15.07 -13.98 -0.105
H -7.39 -13.32 -15.16 0.116
H -8.06 -13.06 -13.55 0.103
H -5.74 -13.96 -12.60 0.106
H -5.61 -12.36 -13.30 0.090
H -4.77 -14.81 -14.27 0.045
H -8.37 -15.37 -13.82 0.076
C -1.73 -15.12 -16.12 -0.239
C -2.36 -15.42 -17.43 -0.301
O -1.98 -14.50 -18.42 -0.059
O -2.11 -13.78 -15.80 -0.092
H -0.64 -15.16 -16.24 0.121
H -2.00 -15.84 -15.28 0.138
H -3.46 -15.54 -17.35 0.133
H -1.94 -16.37 -17.76 0.117
H -2.06 -13.68 -17.86 0.092
H -3.04 -13.83 -15.51 0.063
C -7.80 -15.94 -10.11 -0.234
C -7.41 -14.70 -9.28 -0.221
O -7.77 -14.90 -7.92 -0.034
O -6.95 -16.99 -9.65 -0.076
H -7.66 -15.66 -11.17 0.098
H -8.87 -16.20 -9.99 0.119
H -8.00 -13.85 -9.63 0.101
H -6.35 -14.51 -9.49 0.102
H -7.35 -15.69 -7.71 0.045
H -7.05 -17.82 -10.12 0.087
C -2.11 -12.41 -12.76 -0.212
C -1.29 -11.33 -13.46 -0.247
O -1.61 -9.99 -13.16 -0.062
O -2.23 -12.28 -11.33 -0.112
H -1.57 -13.34 -12.92 0.120
H -3.14 -12.46 -13.16 0.110
H -1.53 -11.39 -14.52 0.113
H -0.18 -11.54 -13.36 0.135
H -1.46 -9.80 -12.22 0.090
H -1.35 -12.37 -10.89 0.115
C -10.89 -13.52 -10.53 -0.162
C -12.20 -13.26 -11.28 -0.228
O -12.62 -14.40 -11.99 -0.080
O -9.76 -13.64 -11.46 -0.117
H -10.96 -14.43 -9.91 0.133
H -10.74 -12.62 -9.92 0.128
H -12.19 -12.46 -12.02 0.121
H -12.97 -12.96 -10.51 0.140
H -13.57 -14.51 -11.90 0.102
H -9.98 -14.26 -12.16 0.046
```

Summary:
Total charge: 0
Energy above the lowest of the compared OMol25 structures with the same formula, charge and spin: 0.000 eV
Lowest unoccupied orbital energy: 0.00 eV
Highest occupied orbital energy: -9.7 eV